C30H40BBaBrN8O as an isolated structure in a non-equilibrium geometry. Source: OMol25; level of theory: the ωB97M-V functional and the def2-TZVPD basis.

Properties
2S+1 = 2
Strongest force on any atom = 5.1 eV Å⁻¹
M = 756.75 g mol⁻¹
Frontier orbital gap (alpha / beta) = 8.764 / 5.485 eV
Net charge = +1
HOMO level (alpha / beta) = -11.02 / -11.02 eV
<S²> = 0.776
Energy above the lowest of the compared OMol25 structures with the same formula, charge and spin = 30.62 kcal per mole

Last column: Mulliken spin population.
Cartesian coordinates (Å):
Ba 1.556 -1.758 0.000  0.002
C 4.663 -3.790 -0.005  0.000
C 4.987 -2.329 0.002  0.000
C 6.234 -1.694 0.016  0.000
C 5.941 -0.347 0.018  0.000
N 4.605 -0.198 0.004  0.000
N 4.017 -1.417 -0.005  -0.001
B 3.668 1.035 0.003  -0.001
N 2.806 0.975 1.313  0.000
C 2.794 1.862 2.324  0.001
C 1.923 1.410 3.295  0.000
C 1.435 0.197 2.804  -0.004
C 0.461 -0.755 3.422  0.002
N 1.977 -0.050 1.611  0.003
N 2.806 0.976 -1.307  0.000
C 2.793 1.866 -2.314  0.001
C 1.923 1.418 -3.287  0.000
C 1.435 0.203 -2.800  -0.004
C 0.462 -0.748 -3.422  0.002
N 1.977 -0.048 -1.608  0.003
N 4.355 2.402 0.000  0.000
C 5.633 2.858 -0.019  0.000
C 5.596 4.226 -0.023  0.000
C 4.221 4.553 -0.007  0.000
C 3.587 5.903 -0.005  0.000
N 3.493 3.450 0.006  0.000
H 5.570 -4.388 -0.008  0.000
H 4.086 -4.053 -0.895  0.000
H 4.087 -4.062 0.883  0.000
H 7.209 -2.150 0.024  0.000
H 6.627 0.478 0.030  0.000
H 3.390 2.755 2.324  0.000
H 1.682 1.886 4.230  0.000
H 0.176 -0.417 4.415  0.000
H 0.897 -1.753 3.518  0.000
H -0.444 -0.836 2.814  0.003
H 3.389 2.761 -2.312  0.000
H 1.682 1.897 -4.221  0.000
H 0.178 -0.408 -4.415  0.000
H -0.443 -0.830 -2.814  0.003
H 0.898 -1.745 -3.519  0.000
H 6.491 2.211 -0.030  0.000
H 6.428 4.911 -0.036  0.000
H 4.353 6.676 -0.007  0.000
H 2.959 6.034 0.877  0.000
H 2.955 6.034 -0.883  0.000
C -6.250 -3.503 -1.255  0.032
C -5.994 -2.645 -0.001  0.062
C -6.961 -1.461 0.000  0.007
C -6.250 -3.505 1.253  0.032
C -4.547 -2.203 -0.001  0.030
C -3.525 -3.186 -0.001  -0.014
C -2.232 -2.792 -0.001  0.112
Br -0.828 -4.077 -0.002  0.008
C -1.803 -1.409 0.000  0.244
O -0.572 -1.170 0.000  0.263
C -2.859 -0.409 0.000  0.113
C -4.164 -0.856 0.000  0.016
C -2.614 1.102 0.002  0.048
C -3.277 1.693 -1.258  0.026
C -1.147 1.556 0.002  -0.022
C -3.276 1.691 1.262  0.026
H -7.282 -3.853 -1.250  0.002
H -5.599 -4.377 -1.281  -0.001
H -6.085 -2.925 -2.166  0.000
H -7.987 -1.827 0.000  0.000
H -6.828 -0.841 -0.888  -0.001
H -6.828 -0.843 0.890  -0.001
H -7.282 -3.855 1.247  0.002
H -6.084 -2.929 2.164  0.000
H -5.598 -4.379 1.277  -0.001
H -3.755 -4.242 -0.002  0.003
H -4.942 -0.108 0.001  -0.004
H -2.829 1.266 -2.158  -0.003
H -3.121 2.772 -1.278  0.000
H -4.350 1.505 -1.289  0.002
H -0.610 1.214 -0.882  0.006
H -0.610 1.213 0.886  0.006
H -1.130 2.646 0.003  -0.001
H -4.350 1.503 1.293  0.002
H -3.121 2.770 1.284  0.000
H -2.829 1.263 2.161  -0.003